Molecular formula: C37H91FO13Si2
Method: DFT, the ωB97M-V functional and the def2-TZVPD basis

Last column: Mulliken charge in e.
Positions of all 144 atoms, in Å:
C: -4.6444 2.9832 4.6051  -0.70
C: -5.9491 2.1116 4.7985  -0.60
C: -5.7479 0.6927 4.1531  -0.62
C: -5.2414 -0.3184 5.2504  -0.34
C: -4.8923 -1.6814 4.4959  -0.98
C: -3.3366 -1.8550 4.4144  0.46
C: -2.8097 -2.4764 3.0731  -1.07
C: -1.3315 -1.9926 2.7436  0.41
C: -0.9648 -2.6345 1.3436  -0.88
C: 0.3567 -2.0316 0.7263  -0.79
C: 0.2557 -0.5196 0.3366  0.69
C: -0.7956 -0.2152 -0.7890  -0.76
C: -0.3019 -0.5948 -2.2492  -0.67
Si: -1.0472 0.5549 -3.5979  0.47
O: -2.4670 1.3804 -3.0680  -0.24
Si: -3.8859 0.8246 -3.8635  0.59
F: -4.5212 -0.5105 -3.0749  -0.34
H: -3.9940 2.4675 3.8682  0.12
H: -4.1035 3.0961 5.5760  0.11
H: -4.8941 4.0019 4.2332  0.37
H: -6.1691 2.0201 5.8909  0.34
H: -6.8488 2.6028 4.3567  0.38
H: -6.7369 0.3181 3.7996  0.30
H: -5.0094 0.6671 3.3227  0.25
H: -6.0500 -0.4823 6.0060  0.41
H: -4.3576 0.0879 5.7979  0.09
H: -5.4096 -1.6680 3.5131  0.39
H: -5.3728 -2.4810 5.1138  0.33
H: -2.9677 -2.5206 5.2338  0.41
H: -2.8811 -0.8330 4.5469  -0.41
H: -3.4196 -2.2219 2.1785  0.38
H: -2.7241 -3.5798 3.2268  0.20
H: -0.6836 -2.4458 3.5261  0.22
H: -1.2695 -0.8844 2.7084  -0.31
H: -0.7637 -3.7165 1.5615  0.38
H: -1.8358 -2.6295 0.6485  0.33
H: 1.1433 -2.1106 1.5198  0.34
H: 0.6656 -2.6856 -0.1233  0.24
H: 1.2567 -0.2344 -0.0798  0.28
H: 0.0637 0.1373 1.2213  -0.65
H: -1.8019 -0.6430 -0.5548  0.34
H: -0.9578 0.8955 -0.8002  0.38
H: -0.5012 -1.6733 -2.4714  0.36
H: 0.8003 -0.4032 -2.2725  0.45
H: -1.3110 -0.1868 -4.8507  -0.18
H: -0.0526 1.5860 -3.9643  -0.23
H: -4.8821 1.9077 -3.7879  -0.14
H: -3.6157 0.4467 -5.2633  -0.12
C: 2.1053 -8.8279 0.7767  -0.70
O: 1.7320 -8.2145 -0.4470  -0.37
C: 0.5862 -7.3821 -0.3117  -0.82
C: 0.9714 -5.9138 -0.2501  -0.17
O: 1.6877 -5.6160 0.9459  -0.31
C: 3.0849 -5.5099 0.7241  -0.83
H: 3.0942 -9.2674 0.6453  0.24
H: 2.1504 -8.1061 1.5954  0.30
H: 1.3981 -9.6255 1.0273  0.33
H: -0.0009 -7.6670 0.5667  0.36
H: -0.0338 -7.5459 -1.1990  0.39
H: 0.0599 -5.3077 -0.2326  0.30
H: 1.5482 -5.6242 -1.1338  0.36
H: 3.3122 -4.5709 0.2093  0.31
H: 3.4666 -6.3506 0.1399  0.38
H: 3.5808 -5.5060 1.6949  0.26
C: -1.4717 1.3074 6.6902  -0.92
O: -1.1431 0.8084 5.4033  -0.19
C: -0.7948 1.8439 4.4913  -0.39
C: 0.7104 1.9385 4.3082  -0.49
O: 1.3520 2.3753 5.4999  -0.42
C: 1.9581 1.3081 6.2141  -0.49
H: -1.5158 0.4624 7.3780  0.27
H: -0.7234 2.0153 7.0542  0.50
H: -2.4545 1.7903 6.6652  0.16
H: -1.2097 2.8033 4.8151  0.45
H: -1.2504 1.5881 3.5280  0.31
H: 0.9248 2.6859 3.5378  0.19
H: 1.1221 0.9811 3.9730  0.35
H: 2.8674 0.9831 5.6991  0.34
H: 1.2782 0.4605 6.3300  0.26
H: 2.2293 1.6751 7.2044  0.06
C: -0.9644 -2.6813 -10.3182  -0.60
O: -0.0522 -3.1494 -9.3358  -0.43
C: 0.8023 -2.1184 -8.8547  0.20
C: 0.3475 -1.6103 -7.4970  -0.61
O: -0.9007 -0.9318 -7.5872  -0.28
C: -1.9871 -1.7323 -7.1508  -0.83
H: -1.7150 -3.4555 -10.4799  0.29
H: -1.4698 -1.7670 -10.0003  0.27
H: -0.4370 -2.5012 -11.2601  0.23
H: 0.8660 -1.2976 -9.5758  -0.32
H: 1.8017 -2.5543 -8.7504  0.40
H: 1.0790 -0.8834 -7.1302  0.41
H: 0.2940 -2.4292 -6.7731  0.37
H: -1.9725 -1.8181 -6.0603  0.35
H: -1.9619 -2.7292 -7.5969  0.36
H: -2.9129 -1.2407 -7.4510  0.23
C: 3.5738 1.2970 11.5926  -0.78
O: 3.1758 1.8757 10.3596  -0.33
C: 2.0522 2.7376 10.4994  -0.31
C: 2.4706 4.1981 10.4965  -0.52
O: 3.2296 4.5236 11.6551  -0.38
C: 4.6224 4.5904 11.3920  -0.72
H: 4.5488 0.8316 11.4472  0.26
H: 3.6591 2.0456 12.3834  0.33
H: 2.8581 0.5244 11.8924  0.31
H: 1.4864 2.4963 11.4043  0.36
H: 1.4015 2.5561 9.6373  0.21
H: 1.5717 4.8213 10.5191  0.38
H: 3.0263 4.4413 9.5860  0.32
H: 4.8552 5.5029 10.8344  0.32
H: 4.9704 3.7192 10.8319  0.32
H: 5.1447 4.6214 12.3482  0.25
C: 0.2309 2.8445 -13.6189  -0.66
O: 0.9619 3.1565 -12.4435  -0.37
C: 0.2376 2.8577 -11.2558  -0.72
C: 0.7135 1.5592 -10.6274  -0.24
O: 0.3987 0.4380 -11.4469  -0.29
C: 1.5216 -0.0291 -12.1789  -0.92
H: 0.9159 2.8959 -14.4654  0.24
H: -0.1966 1.8400 -13.5766  0.26
H: -0.5676 3.5784 -13.7696  0.33
H: -0.8378 2.8219 -11.4545  0.35
H: 0.4234 3.6767 -10.5536  0.39
H: 0.1897 1.4157 -9.6769  0.22
H: 1.7869 1.5984 -10.4178  0.37
H: 2.2122 -0.5554 -11.5118  0.34
H: 2.0463 0.7880 -12.6793  0.44
H: 1.1640 -0.7286 -12.9349  0.23
C: 2.2936 2.5404 0.6187  -1.07
O: 2.1104 2.3642 -0.7720  -0.29
C: 1.5809 3.5207 -1.4069  -0.30
C: 2.6589 4.2954 -2.1455  -0.68
O: 3.5951 4.8728 -1.2429  -0.38
C: 4.8059 4.1367 -1.1699  -0.67
H: 2.8879 1.7048 0.9895  0.38
H: 2.8179 3.4714 0.8458  0.57
H: 1.3204 2.5304 1.1217  0.28
H: 1.0668 4.1633 -0.6858  0.38
H: 0.8385 3.1695 -2.1312  0.17
H: 2.1890 5.1208 -2.6883  0.39
H: 3.1652 3.6568 -2.8756  0.34
H: 5.3973 4.2970 -2.0768  0.34
H: 4.6219 3.0680 -1.0358  0.26
H: 5.3718 4.5031 -0.3135  0.25

The max |F| comes out at 2.8 eV/A. The gap between HOMO and LUMO comes out at 0.3631 hartree. The total charge is 0.